Entry 1:
Computed, not measured: C4H17FeO6 as an isolated structure, with the ωB97M-V functional and the def2-TZVPD basis.

Each line ends with the Löwdin spin population.
Cartesian coordinates (Å):
1 H 2.133 0.085 2.597  0.001
2 H 2.431 -0.408 -0.546  0.001
3 H -2.520 2.732 -1.917  0.006
4 H 0.900 -4.105 0.529  0.002
5 H 0.299 -1.613 -2.982  0.003
6 H -2.961 -0.303 -0.566  0.001
7 H 2.162 1.671 3.492  0.001
8 O -0.950 1.454 -1.484  0.250
9 H -0.269 -0.231 -3.224  0.001
10 H -0.085 0.826 3.442  0.008
11 C 0.111 -3.668 -0.084  0.039
12 H -0.833 -3.648 0.461  0.010
13 H -0.955 3.448 -1.923  0.007
14 O 1.758 0.224 -0.801  0.033
15 H -0.026 -4.223 -1.012  0.014
16 H 2.241 0.921 -1.247  0.002
17 O -0.080 -0.860 -2.528  0.041
18 C -1.565 2.718 -1.392  0.025
19 H -1.660 3.163 -0.401  0.002
20 O 0.289 -2.234 -0.175  0.436
21 Fe -0.261 -0.239 -0.584  4.159
22 H -2.581 -1.704 -0.136  0.002
23 H 0.167 2.268 2.466  0.047
24 C 1.860 1.140 2.589  0.026
25 O -2.205 -0.852 -0.356  0.038
26 H 2.441 1.758 1.905  0.000
27 O -0.174 0.491 1.375  0.757
28 C 0.332 1.191 2.504  0.087

Multiplicity   7
Total charge   +1
HOMO (alpha / beta)   -12.6917 / -11.8917 eV

***

Entry 2:
Computed, not measured: a 9-piece molecular cluster, C50H91N8O12 overall, with the ωB97M-V functional and the def2-TZVPD basis.

Each line ends with the Löwdin spin population.
Cartesian coordinates (Å):
1 C 0.345 -1.456 -5.614  0.000
2 H 0.198 -3.893 0.552  0.000
3 H 3.182 5.596 0.486  0.000
4 H 8.241 0.387 2.587  0.000
5 C -1.186 -5.546 0.857  0.000
6 C 6.213 1.339 -0.883  0.000
7 C -3.262 3.104 -1.419  0.000
8 H -4.849 -1.913 -0.075  0.000
9 C 7.844 -0.618 2.439  0.000
10 O -2.774 -2.589 -0.875  0.000
11 C -6.313 2.290 -1.067  0.000
12 H -1.420 1.028 2.289  0.001
13 C -3.548 0.980 2.271  0.000
14 C 3.451 -2.516 2.397  0.000
15 H 2.420 -2.571 2.050  0.000
16 C -3.153 4.635 -1.560  0.000
17 N -1.854 2.621 -1.496  0.000
18 C 0.856 -1.103 -8.053  0.000
19 H 0.466 -4.842 -2.677  0.000
20 H -10.357 2.929 2.660  0.000
21 H -0.590 -2.221 2.260  0.000
22 H -1.411 -7.014 2.456  0.000
23 H 0.541 2.087 0.723  0.004
24 C 3.316 3.686 1.614  0.000
25 C -4.256 2.339 -2.300  0.000
26 C -6.085 0.905 2.351  0.000
27 H 6.372 4.747 2.949  0.000
28 H 6.835 1.637 -1.727  0.000
29 H 6.783 0.605 -0.313  0.000
30 C 1.500 -1.893 -5.118  0.000
31 C -0.784 -2.509 -3.665  0.000
32 H -1.563 -9.039 -0.396  0.000
33 O -0.168 0.284 0.155  -0.001
34 H -1.739 1.623 -1.388  0.000
35 H 6.491 -1.907 0.740  0.000
36 H 4.561 1.677 6.068  0.000
37 H -7.317 2.558 -1.396  0.000
38 H -3.526 2.032 2.026  0.000
39 H 4.214 0.059 5.526  0.000
40 H 4.049 3.747 4.172  0.000
41 H -2.923 -2.611 3.452  0.000
42 C 1.552 -2.655 -3.895  0.000
43 H -1.148 -5.764 -0.210  0.000
44 N -2.439 -4.738 0.998  0.000
45 C 5.995 -1.821 1.706  0.000
46 H -1.816 -1.620 -5.277  0.000
47 H -2.446 4.948 -0.792  0.000
48 O -2.476 -0.469 -1.268  0.000
49 H -1.994 -9.559 1.184  0.000
50 N 4.175 -2.184 0.041  0.000
51 N -0.211 0.622 -9.318  0.000
52 H -0.928 0.451 -11.236  0.000
53 H 2.446 -1.711 -5.607  0.000
54 H -1.549 2.858 -2.429  0.000
55 H 3.331 3.232 0.623  0.000
56 H 0.896 -5.307 1.349  0.000
57 C 0.194 -0.710 -6.890  0.000
58 H -5.203 -1.807 3.291  0.000
59 C -3.145 -1.593 3.166  0.000
60 H 5.867 4.799 1.213  0.000
61 H -5.543 2.892 2.983  0.000
62 H -4.067 5.223 -1.646  0.000
63 C 5.468 2.211 1.399  0.000
64 H 1.917 0.426 5.405  0.000
65 O -0.190 3.141 2.198  0.301
66 H -4.127 1.269 -2.137  0.000
67 C 3.225 5.197 1.499  0.000
68 H -2.798 4.829 -2.572  0.000
69 H 2.825 1.650 3.633  0.000
70 C -2.305 0.409 2.306  0.000
71 H 6.381 -2.657 2.289  0.000
72 C -1.252 -6.995 1.378  0.000
73 O -0.259 4.797 0.890  0.629
74 H -0.025 -0.616 2.672  0.000
75 H -9.231 0.213 1.278  0.000
76 C 2.541 0.961 6.121  0.000
77 C 3.860 1.089 5.477  0.000
78 H -3.244 -9.308 0.064  0.000
79 H -7.706 3.944 2.436  0.000
80 C -0.915 0.995 -8.175  0.000
81 H -0.441 -1.602 3.992  0.000
82 H 1.579 -1.895 -8.178  0.000
83 H -3.598 2.805 -0.426  0.000
84 H 6.211 1.755 2.054  0.000
85 H 3.976 5.822 3.318  0.000
86 H 4.733 6.766 2.156  0.000
87 H -5.932 2.850 -0.213  0.000
88 H -0.348 -7.586 1.235  0.000
89 H 3.348 -1.954 3.326  0.000
90 C -0.460 1.213 -10.613  0.000
91 H 3.294 -1.769 -0.226  0.000
92 N -2.101 -0.823 2.729  0.000
93 H -0.378 -3.692 -1.434  0.000
94 H -1.181 0.704 -6.066  0.000
95 O -4.479 -1.142 -0.512  0.000
96 O 1.225 -1.305 -0.494  0.000
97 H 4.240 -3.180 -0.114  0.000
98 C 1.067 -0.190 0.064  0.000
99 H 4.315 -0.700 1.440  0.000
100 C -4.451 -1.080 3.020  0.000
101 H 4.853 -1.833 -0.620  0.000
102 H 4.685 1.454 1.362  0.000
103 C 0.016 -4.666 1.298  0.000
104 C -7.602 2.872 2.349  0.000
105 H -6.351 1.204 -0.975  0.000
106 H 3.715 -3.561 2.557  0.000
107 H 2.103 1.908 6.437  0.000
108 C 5.538 4.711 2.248  0.000
109 C 0.050 3.642 1.143  0.041
110 C -3.179 -1.418 -0.887  0.000
111 H 6.920 3.042 0.076  0.000
112 C 4.406 5.740 2.320  0.000
113 H -3.948 2.605 -3.311  0.000
114 C 4.546 2.895 3.708  0.000
115 H 8.035 -1.171 3.358  0.000
116 H 2.534 3.272 2.250  0.000
117 C -10.003 2.580 1.690  0.000
118 N 0.438 -2.900 -3.212  0.000
119 C 4.461 -1.779 1.483  0.000
120 C -6.326 2.291 2.544  0.000
121 O -2.422 -7.574 0.916  0.000
122 C -2.299 -8.876 0.391  0.000
123 H -1.648 1.786 -8.228  0.000
124 N 4.770 3.350 2.224  0.000
125 C -0.727 -1.398 2.960  0.000
126 H -1.192 3.013 -0.841  0.000
127 C 3.835 1.462 3.999  0.000
128 H 1.364 -0.645 -10.039  0.000
129 H -3.182 -5.382 0.765  0.000
130 H -1.265 1.932 -10.459  0.000
131 C 0.461 -3.924 -2.089  0.000
132 H -10.636 1.823 1.226  0.000
133 H -10.086 3.393 0.970  0.000
134 H 0.458 1.523 -11.112  0.000
135 H 2.421 -3.177 -3.523  0.000
136 H -0.643 -0.373 -0.360  0.000
137 O 6.432 -0.626 2.335  0.000
138 H -7.054 -0.887 1.405  0.000
139 H -2.669 -4.425 1.930  0.000
140 H 5.309 3.273 -0.592  0.000
141 N -8.586 2.089 1.945  0.000
142 H 4.366 0.738 3.380  0.000
143 H 1.375 -3.911 -1.495  0.000
144 H 2.302 5.539 1.969  0.000
145 C -0.669 0.338 -6.944  0.000
146 C -0.843 -1.874 -4.883  0.000
147 H -0.169 -4.254 2.290  0.000
148 O 0.573 2.900 0.214  0.026
149 H -1.727 -2.764 -3.206  0.000
150 H 2.635 0.405 7.053  0.000
151 H -2.667 -4.054 0.290  0.000
152 C -7.123 0.144 1.719  0.000
153 C 0.731 -0.333 -9.222  0.000
154 C 5.939 2.580 -0.034  0.000
155 O -5.575 2.678 -2.221  0.000
156 H 8.516 -1.061 1.703  0.000
157 C -8.370 0.789 1.584  0.000
158 H 5.554 2.905 4.123  0.000
159 H 5.229 0.994 -1.202  0.000
160 C -4.694 0.214 2.510  0.000
161 O 2.010 0.493 0.471  0.000

Multiplicity   2
Total charge   +6
HOMO (alpha / beta)   -20.4934 / -20.4934 eV

***

Number 1: largest force on an atom 0.0491 hartree/bohr. Number 2: largest force on an atom 0.0802 hartree/bohr.